Record 1
The following is a DFT calculation (ωB97M-V/def2-TZVPD) of a cluster of 4 separate species, C16H44Cl4N6O2P2 in total at a distorted geometry.

As for the structure (SMILES): CN(C)P(=O)(N(C)C)N(C)C.CN(C)P(=O)(N(C)C)N(C)C.ClCCCl.ClCCCl. The calculation puts the frontier orbital gap at 8.9343 eV. The energy relative to the best compared isomer or geometry (same formula, charge and spin) is 0.0 kcal/mol. Its multiplicity is 1. The calculation puts the LUMO energy at 0.38 eV.

XYZ file:
```
74
Properties=species:S:1:pos:R:3:mulliken_charge:R:1
Cl 3.906 0.416 -2.127 -0.23
C 3.091 1.583 -1.004 -0.06
C 3.546 1.592 0.373 0.27
Cl 5.215 2.139 0.584 -0.20
H 2.039 1.401 -0.949 -0.05
H 3.389 2.548 -1.420 0.46
H 3.443 0.575 0.771 -0.01
H 2.849 2.181 0.965 -0.12
Cl 0.430 3.269 -3.562 -0.17
C 1.638 2.495 -4.551 -0.05
C 1.050 1.759 -5.722 -0.34
Cl 0.512 2.819 -7.040 -0.20
H 2.209 1.817 -3.912 -0.19
H 2.310 3.194 -4.986 0.47
H 0.157 1.269 -5.359 0.11
H 1.818 1.124 -6.171 0.35
O -2.034 -3.048 -3.924 -0.87
P -1.901 -2.301 -2.710 0.13
N -1.904 -3.267 -1.368 0.57
C -2.492 -4.621 -1.445 -1.04
C -1.319 -2.902 -0.114 -0.78
N -3.134 -1.192 -2.572 0.43
C -3.927 -0.861 -3.781 -0.95
C -3.747 -0.943 -1.311 -0.90
N -0.510 -1.373 -2.578 0.35
C 0.684 -2.253 -2.540 -0.91
C -0.394 -0.094 -1.933 0.24
H -2.663 -4.848 -2.504 0.31
H -3.441 -4.581 -0.915 0.32
H -1.897 -5.430 -0.958 0.25
H -0.784 -1.969 -0.271 -0.14
H -0.734 -3.699 0.377 0.38
H -2.098 -2.633 0.594 0.36
H -4.608 -1.613 -4.182 0.26
H -4.506 0.027 -3.488 0.34
H -3.315 -0.581 -4.623 0.30
H -4.496 -1.662 -0.981 0.33
H -3.084 -0.780 -0.459 0.09
H -4.302 -0.026 -1.277 0.39
H 1.122 -2.283 -1.521 0.19
H 0.446 -3.241 -2.874 0.35
H 1.479 -1.903 -3.203 0.36
H 0.277 0.560 -2.483 -0.48
H -0.061 -0.177 -0.908 0.01
H -1.383 0.400 -1.943 0.14
O 0.872 0.683 1.171 -0.54
P 0.664 0.856 2.632 -0.20
N 1.337 2.218 3.293 0.65
C 2.741 2.240 3.708 -1.34
C 0.688 3.483 3.517 -1.16
N 1.464 -0.377 3.335 0.39
C 1.503 -0.475 4.792 -1.03
C 1.993 -1.517 2.636 -0.90
N -0.963 0.799 3.110 0.52
C -2.060 0.616 2.151 -0.52
C -1.437 1.346 4.384 -1.35
H 2.840 2.608 4.743 0.30
H 3.405 2.868 3.118 0.38
H 3.222 1.234 3.719 0.38
H 0.926 3.860 4.533 0.34
H -0.392 3.375 3.455 0.36
H 1.056 4.230 2.815 0.28
H 0.481 -0.497 5.186 0.26
H 1.967 -1.388 5.114 0.48
H 2.048 0.353 5.238 0.30
H 1.328 -2.382 2.861 0.37
H 2.029 -1.313 1.559 0.12
H 3.024 -1.820 3.017 0.31
H -2.556 1.603 1.964 0.35
H -1.652 0.229 1.226 -0.37
H -2.789 -0.128 2.473 0.39
H -0.582 1.667 4.991 0.48
H -1.899 0.538 4.964 0.35
H -2.138 2.204 4.300 0.34
```


Record 2
The following is a DFT calculation (ωB97M-V/def2-TZVPD) of an isolated molecule of C6H13NO3S3 at a distorted geometry.

As for the structure (SMILES): CN(C)[C@](S)(C=S)CCS(=O)(=O)O. The calculation puts the frontier orbital gap at 8.1380 eV. The energy relative to the best compared isomer or geometry (same formula, charge and spin) is 20.4 kcal/mol. Its multiplicity is 1. The calculation puts the LUMO energy at -0.61 eV.

XYZ file:
```
26
Properties=species:S:1:pos:R:3:mulliken_charge:R:1
C -2.121 1.486 -0.418 -0.44
C 0.080 -0.970 1.571 -0.88
C -1.891 0.465 2.046 -1.36
C -0.036 0.288 -1.151 -1.32
C 1.426 -0.040 -1.143 -1.04
C -0.631 0.810 0.115 0.54
N -0.964 -0.139 1.062 -0.02
O 1.534 -2.642 -0.546 -0.63
O 0.993 -2.086 -2.766 -0.58
O 3.302 -1.413 -1.864 -0.50
S -2.519 3.050 -0.480 -0.19
S 0.501 2.096 0.939 -0.10
S 1.711 -1.729 -1.614 1.18
H -2.814 0.755 -0.613 0.49
H 0.794 -0.437 2.206 0.32
H -0.400 -1.683 2.202 0.45
H 0.584 -1.467 0.665 0.24
H -1.516 1.311 2.496 0.48
H -2.783 0.519 1.584 0.49
H -1.964 -0.129 2.943 0.41
H -0.685 -0.559 -1.397 0.53
H -0.207 1.023 -1.961 0.31
H 1.940 0.180 -0.104 0.37
H 1.981 0.522 -1.793 0.74
H 3.818 -2.154 -2.169 0.36
H -0.132 2.944 0.191 0.18
```


Record 3
The following is a DFT calculation (ωB97M-V/def2-TZVPD) of a structure of composition C10H8IrN3O6 at a distorted geometry.

The expectation value of S² is 6.017. The calculation puts the frontier orbital gap (alpha / beta) at 4.0396 / 6.5945 eV. As for the charge: +2. The energy relative to the best compared isomer or geometry (same formula, charge and spin) is 38.9 kcal/mol. Its multiplicity is 5. The calculation puts the LUMO energy (alpha / beta) at -8.60 / -10.34 eV.

XYZ file:
```
28
Properties=species:S:1:pos:R:3:mulliken_charge:R:1
O 4.178 -2.306 1.598 -0.05
C 3.224 -1.748 1.269 0.74
Ir -0.939 0.473 -0.386 1.05
C -1.474 2.107 -1.294 0.28
O -1.796 3.096 -1.801 -0.31
C -2.741 -0.260 -0.257 0.50
O -3.817 -0.681 -0.183 -0.27
C -0.807 1.001 1.497 0.37
O -0.913 1.341 2.595 -0.30
C -0.028 -1.112 -1.005 0.16
O 0.508 -2.061 -1.399 -0.34
H 2.077 -1.081 0.809 0.04
C 3.830 2.603 1.573 -1.07
N 3.036 2.365 0.368 0.08
C 3.435 2.914 -0.816 -0.47
C 2.717 2.671 -1.946 -0.59
C 1.564 1.861 -1.853 0.79
N 1.126 1.423 -0.671 -0.22
C 1.922 1.543 0.440 0.19
O 1.642 0.932 1.501 -0.72
N 0.825 1.546 -2.944 -0.31
H 3.299 2.211 2.439 0.34
H 3.998 3.679 1.691 0.39
H 4.806 2.111 1.485 0.37
H 4.327 3.537 -0.758 0.48
H 3.006 3.067 -2.912 0.45
H 1.165 1.812 -3.857 0.26
H 0.179 0.760 -2.918 0.14
```


- Number 2 is which compound?
  C6H13NO3S3


- Which of these has the lowest energy relative to the best compared isomer or geometry (same formula, charge and spin)?
  C16H44Cl4N6O2P2